C6H9BrN3 | ωB97M-V with the def2-TZVPD basis set

LUMO (alpha / beta)   -5.5 / -5.5 eV
Energy relative to the best compared isomer or geometry (same formula, charge and spin)   388.3 kJ/mol
Total charge   +1
HOMO (alpha / beta)   -12.8 / -12.8 eV
Spin multiplicity   1
Gap between HOMO and LUMO (alpha / beta)   7.265 / 7.264 eV
Energy   -80867.628 eV

XYZ file:
```
19
Properties=species:S:1:pos:R:3:forces:R:3
H 1.5817 1.4245 -0.0178 -0.45 -0.22 0.72
C -0.6359 -1.3102 0.4071 -2.35 -0.56 2.18
H 1.1759 -0.6648 1.4944 -1.07 0.41 -0.80
C 0.8139 0.6647 -0.2244 2.61 -1.61 -0.17
Br 0.7782 -2.2943 -3.3667 0.30 0.16 -1.21
H 1.4062 -0.1047 -0.9476 -1.50 2.16 1.51
H 0.3994 -3.1129 -0.2591 0.55 -1.13 0.04
H -1.4996 -0.9094 -0.1564 0.46 0.11 0.65
N -0.7650 0.3407 -1.7953 -0.90 -1.09 -1.44
C 0.2813 -0.2266 0.9402 1.67 0.15 0.44
H -0.4930 4.0424 -1.3908 0.24 -0.78 -0.01
C 0.2335 -1.8251 -1.7884 -0.55 1.02 -0.61
H -0.2716 0.3134 1.6987 -0.08 0.44 0.00
N -0.9258 3.5478 -0.5734 -0.46 3.53 -0.32
H -1.1556 -1.8509 1.3297 1.52 0.60 -2.06
N -0.8445 2.3764 -0.4857 -0.43 -3.40 0.53
C 0.0489 -2.1693 -0.5822 -0.93 0.30 1.49
H -1.6083 0.4182 -2.3748 0.33 0.51 0.45
C -0.3358 1.2202 -0.9616 1.02 -0.61 -1.38
```
Positions in Å, forces in eV/Å.

C8H13BrClN3 | ωB97M-V with the def2-TZVPD basis set

LUMO   0.6 eV
Energy relative to the best compared isomer or geometry (same formula, charge and spin)   0.0 kJ/mol
Total charge   0
HOMO   -8.0 eV
Spin multiplicity   1
Gap between HOMO and LUMO   8.684 eV
Energy   -95536.420 eV

XYZ file:
```
26
Properties=species:S:1:pos:R:3:forces:R:3
N 0.4850 -1.5275 1.2341 0.43 -1.36 2.21
H 2.7186 -2.4431 2.6500 0.79 0.09 0.73
C -1.6801 1.0099 -2.3042 1.20 0.57 -1.76
H -1.5170 -0.0373 -2.7107 -0.88 1.03 0.55
C -0.8261 1.2658 -1.0367 2.31 -2.32 1.16
H -0.2150 -0.7769 -1.2304 0.74 -0.48 0.53
Br 4.3779 -0.2493 1.1743 -0.72 0.05 -0.28
C 1.5127 0.4618 0.8636 1.73 -0.83 0.39
H -3.4252 0.6326 -0.8967 0.28 1.29 -1.17
C -2.9274 1.5026 -1.4460 0.34 -0.59 -0.83
H -1.5920 -0.6581 0.0618 2.57 1.13 -1.63
C 2.4365 -2.8934 1.7233 -0.12 1.20 -1.48
H 1.8339 -3.7369 1.9351 -1.56 -0.44 0.05
H 3.1853 -3.3643 1.1110 1.10 0.25 0.32
Cl 1.6948 2.1590 1.1078 -0.24 -0.36 -0.19
C -1.9082 2.1280 -0.4529 -1.82 0.22 2.71
N 1.8295 -1.8777 0.8357 1.00 2.28 -0.56
H -1.4127 1.7035 -3.2624 -0.75 -1.27 2.50
N 0.2555 -0.1933 0.8853 -0.05 0.72 -1.18
C 2.5366 -0.4175 0.8598 -2.05 -2.39 0.73
H -2.2892 2.1175 0.6785 1.23 -0.58 -2.16
H 0.1992 1.7104 -1.0810 -0.93 -0.01 -0.50
H 0.4511 -1.6403 2.2986 0.00 0.69 -1.44
H -3.5807 2.1566 -2.0725 0.05 -0.62 1.04
C -0.5290 -0.1859 -0.3701 -4.34 1.00 0.92
H -1.6140 3.1542 -0.5554 -0.31 0.73 -0.68
```
Positions in Å, forces in eV/Å.

C4H4N2 | ωB97M-V with the def2-TZVPD basis set

LUMO (alpha / beta)   -1.5 / -1.5 eV
Energy relative to the best compared isomer or geometry (same formula, charge and spin)   504.5 kJ/mol
Total charge   0
HOMO (alpha / beta)   -8.9 / -8.9 eV
Spin multiplicity   1
Gap between HOMO and LUMO (alpha / beta)   7.315 / 7.316 eV
Energy   -7187.459 eV

XYZ file:
```
10
Properties=species:S:1:pos:R:3:forces:R:3
C -0.0304 0.0835 -0.0025 0.32 -0.85 1.22
C -1.9526 -0.5318 0.2842 -0.32 -0.71 -0.67
H 1.3584 1.2524 -1.0437 0.43 -0.70 1.27
N -0.7716 0.8533 -0.7480 -1.40 0.30 -0.20
C -0.6939 -0.9342 0.6812 0.42 2.04 -0.74
C 1.3767 0.5244 -0.1601 1.09 -1.06 -1.79
H 1.9087 0.9039 0.7292 -0.63 -0.05 -0.44
N -2.6778 0.0369 -0.4421 -0.34 0.93 -0.23
H -0.3981 -1.7515 1.2266 0.66 -1.36 1.19
H 1.8806 -0.4371 -0.5248 -0.22 1.47 0.39
```
Positions in Å, forces in eV/Å.